Formula: C20H18FN5O
Source: OMol25
Level of theory: ωB97M-V with the def2-TZVPD basis set

```
45
Properties=species:S:1:pos:R:3:mulliken_charge:R:1
O 0.91804 -0.28532 -2.25487 -0.3472
H -2.42457 -4.91140 1.62740 0.4605
N -3.80066 -0.47565 -0.10020 -0.7182
H -3.96118 2.84524 -0.40209 0.4676
H -5.33426 0.80754 -0.48529 0.4123
C 3.63549 0.83320 0.75341 0.4239
H 2.58058 1.47016 -0.99132 0.4731
N 0.54271 0.03587 1.61303 -0.6115
C -1.65429 0.48571 0.39261 0.5637
N -0.05111 -0.83740 -1.47186 -0.1394
C -3.51027 1.89010 -0.19453 -0.5438
C -2.10983 -4.00691 1.14635 -0.8644
C 2.22850 -0.84412 -2.29996 -1.0116
N -1.33182 2.87434 0.14397 0.1987
H 1.04768 -2.48990 -0.82730 0.2139
C 0.09116 2.76797 -0.07672 -1.1634
H 0.65359 2.76474 0.86094 0.3265
C -0.89147 -2.49084 0.01194 -0.1030
H 0.31022 1.85241 -0.62431 0.2983
C 4.22216 -0.20355 1.45383 -0.5715
C -0.89158 -3.79072 0.48490 -0.6298
H -1.12421 4.88123 0.58349 0.4711
H -2.11790 4.56569 -0.85271 0.3492
H -2.76210 4.25880 0.77768 0.4244
N -2.08420 -1.91626 0.38646 0.4074
C 0.12622 -1.90871 -0.81179 0.4699
H 0.41911 3.61585 -0.68012 0.5540
C 4.19142 -1.47037 0.89875 -0.5146
H -0.10283 -4.50451 0.34793 0.4961
H 2.19716 -1.90235 -2.58695 0.3978
C -1.86967 4.21274 0.15472 -1.3654
H 4.64629 -2.29546 1.42520 0.3867
C 3.02334 0.63811 -0.46769 -0.3689
H -3.79025 -2.58394 1.43982 0.4020
C -0.41147 0.25169 1.00901 0.2946
F 3.67028 2.08124 1.26631 -0.3589
C -2.13779 1.78974 0.10795 0.2931
C 3.57011 -1.69079 -0.31833 -0.5637
C -2.52195 -0.60319 0.19760 0.4230
H 4.68468 -0.01552 2.40917 0.4619
C -4.27774 0.75225 -0.26053 -0.8624
C 2.97363 -0.64134 -1.00376 0.6146
C -2.82186 -2.84193 1.06081 -0.3902
H 3.54986 -2.68773 -0.73574 0.4370
H 2.70077 -0.27671 -3.10723 0.4069
```

Its LUMO energy is 0.0134 hartree. Its HOMO-LUMO gap is 8.345 eV. The calculation puts the relative energy (zero: lowest compared OMol25 entry of this formula, charge and spin) at 100.6 kcal/mol.



Formula: C20H12CoF5N9SSi
Source: OMol25
Level of theory: ωB97M-V with the def2-TZVPD basis set

```
49
Properties=species:S:1:pos:R:3:mulliken_charge:R:1
C -1.91874 -2.74576 -1.41408 0.4936
F -2.70903 -4.77206 -2.34938 -0.3221
C 0.71199 1.65955 1.32298 0.1436
C 1.19120 1.32572 -1.75450 0.2211
C -4.25688 -3.07156 -1.99998 0.2253
N 2.20789 -2.05822 0.47580 1.0017
H -1.07639 2.33841 -4.07852 0.3947
N -0.02728 -1.52818 1.84939 0.8543
C -0.04063 1.56406 -2.37218 -0.0721
N 3.23004 -2.25636 -0.39430 -0.4085
C -0.10792 3.29384 3.45096 -0.3951
H 2.85422 0.50965 0.19679 -0.4251
H -0.96118 1.29480 -1.87119 0.2006
H -1.39813 1.55838 0.85994 0.1445
F -5.83876 -1.34907 -1.65777 -0.3157
H 3.31875 1.50787 -1.99425 0.3289
C -4.57951 -1.79173 -1.57684 0.4271
C 0.72181 -1.74087 2.93015 0.6688
H -2.09653 2.98247 2.70440 0.3815
H 0.99703 2.99092 -5.26055 0.3638
C 1.63660 2.18388 2.23189 -0.2930
N 2.04951 -2.08299 2.86420 -0.1123
Co 0.50421 -1.55231 0.02361 -0.7918
N 4.28006 -2.53061 0.28376 -0.5880
C 2.74010 -2.22179 1.68905 0.5972
F -3.85966 0.26153 -0.65937 -0.2943
H 2.54190 -2.25247 3.72273 0.2001
C -1.04294 2.77563 2.56578 -0.6517
C 2.28312 2.29690 -3.69119 -0.6210
C -0.11120 2.16151 -3.62044 -0.6972
N -1.20686 -1.25142 3.60799 -0.7080
Si 1.39740 0.58296 -0.04718 1.1330
C 1.05216 2.52928 -4.28247 -0.3926
S -0.25167 -3.28675 -1.29070 -0.4960
H 3.19481 2.57782 -4.20344 0.3684
C 2.35014 1.69605 -2.44112 -0.3017
N -1.25639 -1.20292 2.33017 -0.3881
C -2.30386 -1.48117 -1.00252 -0.2527
N 4.02210 -2.52266 1.61306 -0.5782
C -3.58376 -0.97762 -1.06971 -0.2099
H -0.42890 3.91506 4.27780 0.3614
H 1.97026 3.38476 3.97717 0.3619
C -0.63714 1.96765 1.51619 0.1547
F -5.22009 -3.85813 -2.49201 -0.3027
F -1.34330 -0.64645 -0.50134 0.2584
C 1.23461 2.99578 3.28413 -0.6299
H 2.68834 1.94639 2.12254 0.3107
N 0.03301 -1.58787 4.04265 -0.5783
C -2.95449 -3.53188 -1.91808 0.2310
```

Its LUMO energy (spin up / spin down) is 0.0786 / 0.0579 hartree. Its HOMO-LUMO gap (spin up / spin down) is 7.522 / 7.018 eV. As for the net charge: -1. The calculation puts the relative energy (zero: lowest compared OMol25 entry of this formula, charge and spin) at 27.4 kcal/mol.



Formula: HN3O3
Source: OMol25
Level of theory: ωB97M-V with the def2-TZVPD basis set

```
7
Properties=species:S:1:pos:R:3:mulliken_charge:R:1
N -0.55444 -0.57176 0.00679 -0.1978
N 0.53400 -0.10521 -0.23884 0.0606
O 2.34229 -0.30486 0.95708 -0.7076
N 1.79487 -0.47809 -0.25697 0.5925
O -2.86815 0.96169 0.82210 -1.1387
H -3.71578 0.70859 0.01829 0.1092
O 2.46721 -0.21035 -1.30845 -0.7183
```

Its LUMO energy (spin up / spin down) is 0.2723 / 0.2738 hartree. Its HOMO-LUMO gap (spin up / spin down) is 6.462 / 6.443 eV. As for the net charge: -2. The calculation puts the relative energy (zero: lowest compared OMol25 entry of this formula, charge and spin) at 42.5 kcal/mol.



Formula: C6H16InO
Source: OMol25
Level of theory: ωB97M-V with the def2-TZVPD basis set

```
24
Properties=species:S:1:pos:R:3:mulliken_charge:R:1
H -3.54552 -0.64249 0.75627 0.2350
C 1.22552 0.30659 1.13249 -1.3436
H 1.60072 1.39330 -2.85694 0.3188
H -0.86304 -2.14415 0.77210 -0.3772
C -3.07268 0.33367 0.73934 -0.8635
C 1.53679 -0.55066 -2.63888 -0.5052
H 1.30251 1.55168 -0.63259 0.2670
H 2.13437 -0.22477 1.39545 0.4234
H 2.05641 -1.37976 -0.77538 0.3196
H 2.12102 -1.33950 -3.10984 0.3192
H 0.49529 -0.87091 -2.63579 0.2839
H -0.11994 -1.57535 3.59404 -0.4022
H 3.02367 0.00208 -1.22912 0.2929
H -3.83902 1.09560 0.59691 0.3067
H -2.40217 0.32396 -0.11346 0.2004
C 2.00424 -0.38189 -1.20395 -0.6231
H -1.95368 1.53557 2.15749 0.2477
C 1.08171 0.51105 -0.38521 -0.0651
In -0.50476 -0.86685 1.99944 0.5703
H 0.06683 0.28259 -0.69535 0.0965
H -2.96910 0.24320 2.86989 0.3211
H 1.19876 1.26994 1.62923 0.3471
O 1.71866 0.61732 -3.42651 -0.5350
C -2.29658 0.50980 2.06037 -0.8346
```

Its LUMO energy is 0.1227 hartree. Its HOMO-LUMO gap is 7.349 eV. As for the net charge: -1. The calculation puts the relative energy (zero: lowest compared OMol25 entry of this formula, charge and spin) at 30.1 kcal/mol.



Formula: C5H6N2
Source: OMol25
Level of theory: ωB97M-V with the def2-TZVPD basis set

```
13
Properties=species:S:1:pos:R:3:mulliken_charge:R:1
C -0.06693 -0.54684 0.55378 0.1756
H 0.16575 2.20931 0.33791 0.2651
C -1.20242 -1.49502 -0.90643 -0.3666
H -0.87544 0.13819 -2.48551 0.3915
N -0.80773 -1.60183 0.41502 -0.6868
H 1.71768 -0.06176 1.73136 0.2250
N 0.01053 0.24072 -0.52895 0.1682
H -1.60842 -2.41918 -1.29892 0.4018
C -0.76176 -0.33358 -1.51568 -0.2857
C 0.74572 0.34397 1.43922 -0.3553
H 0.20218 0.69845 2.31440 0.2404
C 0.75112 1.29976 0.19419 -0.4482
H 1.73229 1.51740 -0.23381 0.2750
```

Its LUMO energy is 0.0330 hartree. Its HOMO-LUMO gap is 9.450 eV. The calculation puts the relative energy (zero: lowest compared OMol25 entry of this formula, charge and spin) at 35.4 kcal/mol.



Formula: C3H12O3S2
Source: OMol25
Level of theory: ωB97M-V with the def2-TZVPD basis set

```
20
Properties=species:S:1:pos:R:3:mulliken_charge:R:1
S -0.48607 0.27092 3.02158 -0.2017
O -2.52491 1.24308 0.27746 -0.6750
C 1.41292 -0.85934 0.90708 -0.7874
H -1.60847 0.96848 0.13962 0.3002
O 1.10198 1.59633 -2.00942 -0.5350
H -2.66605 -1.37608 -0.37751 0.3419
C 1.02768 -0.33029 -0.47207 -0.1314
S 0.09373 -1.40506 1.98712 -0.0764
H 2.15588 -0.24075 1.39902 0.4948
H -1.41856 0.93486 2.30314 0.1788
H -3.01744 1.07764 -0.53847 0.2922
O -1.84617 -1.48556 -0.88796 -0.6444
H 1.29235 1.72061 0.01748 0.3032
H 0.36060 1.13338 -2.41309 0.3084
H 1.30825 -1.04773 -1.25855 0.3816
C 1.58261 1.05645 -0.79777 -0.5142
H -1.35239 -2.12158 -0.35406 0.3044
H -0.05203 -0.32228 -0.70500 0.0073
H 1.98391 -1.77345 0.69441 0.2956
H 2.65219 0.96036 -0.93300 0.3568
```

Its LUMO energy is 0.0134 hartree. Its HOMO-LUMO gap is 9.819 eV. The calculation puts the relative energy (zero: lowest compared OMol25 entry of this formula, charge and spin) at 14.1 kcal/mol.